Entry 1:
The following is a quantum chemistry calculation of 5 unconnected molecules or ions with the total composition H10O5 at a distorted geometry, from the Open Molecules 2025 dataset.

* LUMO energy: 0.530 eV
* frontier orbital gap: 9.7244 eV
* HOMO energy: -0.338 Ha
* strongest force on any atom: 7.55 eV/Å
* ΔE to the lowest compared entry with this formula, charge and spin: 116.7 kcal/mol
* net charge: 0

Each line ends with the Löwdin charge.
Atoms and positions in Å:
H 2.155 -0.448 0.993  0.006
H 2.407 2.360 -0.558  -0.005
H -3.001 -1.097 -0.482  -0.004
H 0.260 -1.127 -1.209  0.023
H -2.390 0.342 1.539  0.070
O -1.908 0.501 0.708  -0.070
O 2.587 -1.020 0.393  -0.081
H 1.185 1.489 -0.685  0.038
H 2.941 -1.596 1.073  0.048
O 0.909 -0.811 -0.622  -0.090
O 2.047 1.576 -0.257  -0.029
H -2.029 1.412 0.719  0.015
H 0.435 -0.907 0.237  0.071
O -3.358 -0.279 -0.317  -0.083
H -4.187 -0.154 -0.872  0.092

Entry 2:
The following is a quantum chemistry calculation of 2 unconnected molecules or ions with the total composition C5H6N2O2 at a distorted geometry, from the Open Molecules 2025 dataset.

* LUMO energy (alpha / beta): -0.221 / -0.221 eV
* frontier orbital gap (alpha / beta): 8.7065 / 8.7059 eV
* HOMO energy (alpha / beta): -0.328 / -0.328 Ha
* strongest force on any atom: 4.23 eV/Å
* ΔE to the lowest compared entry with this formula, charge and spin: 171.5 kcal/mol
* net charge: 0

Each line ends with the Löwdin charge.
Atoms and positions in Å:
H -1.820 1.013 -1.540  0.177
H -0.936 -0.292 -2.394  0.130
C -0.539 -0.250 -0.176  -0.038
H 2.758 0.201 -0.430  0.162
C 1.523 0.293 1.435  -0.083
H 0.312 -0.159 3.074  0.096
O 0.728 0.167 -2.011  -0.125
C 0.348 -0.119 2.017  -0.067
O -2.983 -0.555 -2.104  -0.188
N 0.644 0.050 -0.727  -0.224
H -1.779 -0.757 1.409  0.159
C -0.691 -0.440 1.123  -0.057
N -1.781 -0.070 -1.746  -0.076
C 1.740 0.338 0.060  -0.003
H 2.475 0.578 2.010  0.138

Entry 3:
The following is a quantum chemistry calculation of 6 unconnected molecules or ions with the total composition C6H24O6, from the Open Molecules 2025 dataset.

* LUMO energy: 0.228 eV
* frontier orbital gap: 9.9283 eV
* HOMO energy: -0.356 Ha
* strongest force on any atom: 0.76 eV/Å
* ΔE to the lowest compared entry with this formula, charge and spin: 27.6 kcal/mol
* net charge: 0

Each line ends with the Löwdin charge.
Atoms and positions in Å:
H -4.443 -4.068 26.142  0.107
H -4.294 -5.800 25.850  0.110
H -0.528 -8.211 34.275  0.059
H 1.387 -5.029 32.742  0.052
O -4.524 -7.865 35.645  -0.059
H 0.098 -6.837 33.971  0.008
O 1.563 -5.759 33.343  -0.040
H -5.418 -7.956 35.983  0.033
C -6.042 -9.501 30.942  -0.095
H -1.687 -5.063 30.157  0.061
H -2.248 -4.565 31.742  0.081
O -5.875 -5.305 27.003  -0.079
H -5.080 -7.210 32.605  0.033
H 2.324 -5.484 33.861  0.057
C -3.550 -5.125 27.778  -0.100
H -2.524 -4.963 27.437  0.075
O -0.742 -7.319 33.987  -0.044
H -5.886 -10.565 30.733  0.072
C -2.783 -6.626 31.201  -0.295
H -4.442 -9.221 32.338  0.102
H -2.324 -7.271 32.988  0.046
H -3.824 -4.323 28.468  0.076
H -4.633 -7.381 34.819  0.008
H -3.716 -6.514 30.647  0.099
O -3.135 -6.985 32.539  -0.115
H -0.902 -5.757 31.579  0.056
C -4.527 -5.056 26.609  -0.322
H -5.983 -9.743 33.071  0.107
C -5.527 -9.114 32.305  -0.319
H -5.501 -8.974 30.146  0.068
H -3.566 -6.085 28.290  0.062
H -2.267 -7.468 30.719  0.118
C -1.857 -5.411 31.182  -0.071
O -5.876 -7.759 32.616  -0.101
H -6.158 -4.594 27.586  0.079
H -7.099 -9.272 30.818  0.073

Entry 4:
The following is a quantum chemistry calculation of 7 unconnected molecules or ions with the total composition C40H32INO27PS2 at a distorted geometry, from the Open Molecules 2025 dataset.

* LUMO energy: -4.149 eV
* frontier orbital gap: 6.5545 eV
* HOMO energy: -0.393 Ha
* strongest force on any atom: 1.01 eV/Å
* net charge: +1

Each line ends with the Löwdin charge.
Atoms and positions in Å:
H -0.272 2.547 2.853  0.097
O -0.355 -4.265 -3.013  0.130
O 11.298 -5.843 3.975  0.110
C 9.247 -3.344 2.546  -0.230
H 1.067 -1.582 1.051  0.122
O -2.229 -0.086 -4.100  0.013
O -6.176 3.237 3.220  0.123
O -5.052 5.539 -1.918  -0.315
O -1.728 2.394 4.476  0.092
C 7.880 -4.864 4.070  0.075
O -2.820 -3.335 -1.166  0.088
O 9.154 -2.293 1.749  0.119
C -3.292 -2.027 0.743  0.073
C -2.592 3.905 -6.380  -0.417
H -3.785 -1.362 3.745  0.117
C -3.899 2.881 3.700  0.074
C 1.282 4.150 -0.791  -0.326
O -1.352 6.082 -2.534  -0.389
C -3.335 -3.362 2.864  -0.307
H -5.024 5.127 -4.555  0.122
C 0.775 4.384 0.531  0.071
C -1.924 -1.257 -4.318  -0.297
C 2.203 -3.381 0.870  -0.232
C 10.339 -5.157 3.675  -0.310
C 2.037 -2.056 0.998  0.072
O 1.620 5.024 -1.577  0.026
C 1.396 2.730 -1.291  -0.236
O -3.724 -1.024 2.829  0.115
H -1.621 1.463 6.244  0.121
H -2.742 5.926 -6.611  0.166
C 7.930 -3.724 3.191  -0.302
O 0.187 1.019 1.550  0.114
H 6.933 -5.134 4.513  0.136
C 0.536 1.903 0.794  -0.305
H -4.483 6.732 -5.117  0.115
C -2.881 5.358 -4.512  -0.639
H -5.807 7.326 -3.098  0.090
H 5.149 -0.104 1.149  0.118
H 5.712 -3.650 0.819  0.127
H 10.030 -6.888 5.071  0.122
C -3.060 -4.589 2.154  0.079
O 1.878 2.643 -2.525  0.079
C 4.742 -3.182 0.878  0.067
H -3.702 3.657 -3.366  0.093
H -2.564 -5.275 -0.846  0.114
O 3.593 -5.238 0.704  0.111
H -5.098 1.187 7.134  0.139
C 4.580 -1.858 1.001  -0.228
H -0.565 6.404 -2.100  0.048
C -4.312 5.943 -4.376  -0.233
O -2.643 -5.600 0.070  0.125
C -1.300 -3.901 -5.157  -0.300
C -5.205 2.798 3.999  -0.230
C 3.574 -4.025 0.809  -0.303
H -7.011 3.053 3.695  0.122
C 3.210 -1.220 1.077  -0.303
I 0.403 5.077 -4.900  0.644
O -2.924 -0.891 -6.440  0.100
H 0.690 5.405 0.876  0.136
H 1.634 -5.129 0.711  0.120
C -3.000 -3.251 0.038  -0.299
H -3.374 -1.111 0.174  0.132
O -3.485 -3.265 4.067  0.113
C -2.287 -1.784 -5.688  -0.228
H -2.244 -3.408 -7.063  0.140
P -1.405 6.525 -4.085  0.624
C 0.414 3.332 1.295  -0.216
H 8.220 -2.003 1.781  0.109
O 9.095 -6.605 5.085  0.126
H -3.013 -0.106 -5.872  0.066
H -3.535 3.324 2.784  0.134
O -2.462 1.268 6.697  0.128
H 1.123 0.660 -0.893  0.133
H -1.022 -1.746 -2.409  0.130
C 1.043 1.680 -0.545  0.068
O 1.215 -4.249 0.786  0.119
C -4.736 1.640 6.222  0.078
S -2.572 2.710 -5.232  1.094
O -3.656 7.574 -2.475  -0.347
C 9.014 -5.546 4.302  -0.230
H 2.070 3.561 -2.792  0.058
C -1.261 -2.126 -3.390  0.058
O 5.570 -0.980 1.057  0.115
N -2.721 5.141 -5.976  -0.045
H -2.988 -5.506 2.721  0.139
H 11.326 -3.759 2.326  0.136
C -1.990 -3.025 -6.085  0.083
C -3.453 -2.072 2.075  -0.229
C -2.781 3.938 -3.885  -0.348
C -2.901 -4.544 0.822  -0.227
O 6.980 -3.013 2.901  0.082
C -0.963 -3.379 -3.776  -0.229
H -1.929 3.818 -3.214  0.067
C -2.937 2.360 4.639  -0.297
H -0.254 -5.074 -3.552  0.126
O -0.071 3.440 2.509  0.124
O -6.908 2.170 5.450  0.113
C -3.430 1.724 5.922  -0.232
O 3.180 -0.008 1.194  0.096
H -2.487 3.709 -7.444  0.129
C 10.380 -4.023 2.779  0.075
C -5.702 2.177 5.290  -0.309
S -4.696 6.631 -2.778  0.692
O -0.968 -5.043 -5.403  0.126

Entry 5:
The following is a quantum chemistry calculation of 3 unconnected molecules or ions with the total composition C23H28BF2O4 at a distorted geometry, from the Open Molecules 2025 dataset.

* LUMO energy: 2.473 eV
* frontier orbital gap: 6.7333 eV
* HOMO energy: -0.157 Ha
* strongest force on any atom: 1.33 eV/Å
* net charge: -1

Each line ends with the Löwdin charge.
Atoms and positions in Å:
B -0.629 2.428 -0.415  -0.750
F 2.379 -0.232 1.331  0.082
H -8.748 4.699 0.295  0.079
O -6.894 3.271 0.942  0.001
C 5.645 -0.465 -0.160  -0.111
H -9.979 3.410 0.495  0.084
C -3.798 1.091 0.724  -0.106
O -1.587 2.042 0.648  -0.004
C 4.264 -0.380 -0.044  -0.022
H -2.083 0.885 -2.175  0.099
O -1.591 2.764 -1.529  -0.069
H 6.098 -0.524 -1.140  0.104
H -9.147 3.590 -1.048  0.088
H -2.137 -1.104 -1.802  0.044
H -3.621 1.262 1.792  0.123
O -8.133 1.493 0.355  0.093
C 0.420 3.557 0.036  -0.077
H -6.205 1.510 1.849  0.125
C -2.447 1.140 -0.016  -0.460
H -4.457 2.958 -0.208  0.126
C 5.800 -5.300 -2.325  -0.024
H 0.046 1.457 -0.839  0.119
C 6.445 -0.475 0.975  -0.104
H 2.005 2.234 0.131  0.018
H -3.440 1.998 -1.859  0.105
H 4.005 -0.248 3.331  0.116
H -4.184 0.068 0.645  0.117
H -1.581 -2.250 -0.447  0.039
C 4.951 -3.810 -0.617  0.001
H 4.964 -2.837 -0.148  0.088
C -7.987 2.682 0.459  -0.565
C 5.776 -4.074 -1.692  -0.276
H 7.520 -0.541 0.879  0.098
H 3.617 -0.375 -0.912  0.130
H 3.466 -6.850 -0.421  0.098
H 6.480 -0.413 3.120  0.099
C 5.860 -0.402 2.233  -0.091
C 4.963 -6.304 -1.857  -0.093
C -2.464 1.661 -1.497  -0.169
H 6.460 -5.458 -3.167  0.113
C 1.624 3.189 0.487  -0.066
H -5.478 1.565 -0.570  0.118
C 4.121 -6.067 -0.780  -0.100
C -4.883 2.044 0.214  -0.166
C 4.116 -4.822 -0.165  -0.070
C -1.843 -0.257 0.115  -0.113
H 3.457 -4.631 0.670  0.108
C -5.818 2.403 1.355  -0.171
C -9.030 3.682 0.033  0.014
H -1.338 -0.391 1.071  0.118
C 3.705 -0.306 1.218  -0.293
H 2.219 3.766 1.193  0.029
H 0.184 4.627 0.023  0.069
C 4.482 -0.314 2.362  -0.014
H -5.261 2.979 2.098  0.130
F 6.594 -3.098 -2.146  0.049
C -1.875 -1.253 -0.762  -0.006
H 4.971 -7.273 -2.338  0.100

Copy entry 5 word for word.
The following is a quantum chemistry calculation of 3 unconnected molecules or ions with the total composition C23H28BF2O4 at a distorted geometry, from the Open Molecules 2025 dataset.

* LUMO energy: 2.473 eV
* frontier orbital gap: 6.7333 eV
* HOMO energy: -0.157 Ha
* strongest force on any atom: 1.33 eV/Å
* net charge: -1

Each line ends with the Löwdin charge.
Atoms and positions in Å:
B -0.629 2.428 -0.415  -0.750
F 2.379 -0.232 1.331  0.082
H -8.748 4.699 0.295  0.079
O -6.894 3.271 0.942  0.001
C 5.645 -0.465 -0.160  -0.111
H -9.979 3.410 0.495  0.084
C -3.798 1.091 0.724  -0.106
O -1.587 2.042 0.648  -0.004
C 4.264 -0.380 -0.044  -0.022
H -2.083 0.885 -2.175  0.099
O -1.591 2.764 -1.529  -0.069
H 6.098 -0.524 -1.140  0.104
H -9.147 3.590 -1.048  0.088
H -2.137 -1.104 -1.802  0.044
H -3.621 1.262 1.792  0.123
O -8.133 1.493 0.355  0.093
C 0.420 3.557 0.036  -0.077
H -6.205 1.510 1.849  0.125
C -2.447 1.140 -0.016  -0.460
H -4.457 2.958 -0.208  0.126
C 5.800 -5.300 -2.325  -0.024
H 0.046 1.457 -0.839  0.119
C 6.445 -0.475 0.975  -0.104
H 2.005 2.234 0.131  0.018
H -3.440 1.998 -1.859  0.105
H 4.005 -0.248 3.331  0.116
H -4.184 0.068 0.645  0.117
H -1.581 -2.250 -0.447  0.039
C 4.951 -3.810 -0.617  0.001
H 4.964 -2.837 -0.148  0.088
C -7.987 2.682 0.459  -0.565
C 5.776 -4.074 -1.692  -0.276
H 7.520 -0.541 0.879  0.098
H 3.617 -0.375 -0.912  0.130
H 3.466 -6.850 -0.421  0.098
H 6.480 -0.413 3.120  0.099
C 5.860 -0.402 2.233  -0.091
C 4.963 -6.304 -1.857  -0.093
C -2.464 1.661 -1.497  -0.169
H 6.460 -5.458 -3.167  0.113
C 1.624 3.189 0.487  -0.066
H -5.478 1.565 -0.570  0.118
C 4.121 -6.067 -0.780  -0.100
C -4.883 2.044 0.214  -0.166
C 4.116 -4.822 -0.165  -0.070
C -1.843 -0.257 0.115  -0.113
H 3.457 -4.631 0.670  0.108
C -5.818 2.403 1.355  -0.171
C -9.030 3.682 0.033  0.014
H -1.338 -0.391 1.071  0.118
C 3.705 -0.306 1.218  -0.293
H 2.219 3.766 1.193  0.029
H 0.184 4.627 0.023  0.069
C 4.482 -0.314 2.362  -0.014
H -5.261 2.979 2.098  0.130
F 6.594 -3.098 -2.146  0.049
C -1.875 -1.253 -0.762  -0.006
H 4.971 -7.273 -2.338  0.100

Which formula does entry 1 have?
H10O5